Here is the molecule C5H8N2 at a distorted geometry from the Open Molecules 2025 dataset. Energies are from wB97M-V/def2-TZVPD.

Last column: natural (NBO) charge in e.
Positions of all 15 atoms, in Å:
C -0.9913 1.1345 -0.2306  -0.62
C -0.2212 -0.1649 -0.1602  0.09
C 1.1955 -0.0947 -0.7192  -0.51
C 2.0584 0.6264 0.2223  0.29
N 2.6950 1.1870 1.0081  -0.33
C -0.4485 -1.0932 0.9668  -0.26
N -0.8474 -1.4593 -0.3918  -0.59
H -0.4982 1.8807 0.4004  0.23
H -1.0270 1.5354 -1.2519  0.21
H -2.0175 1.0143 0.1334  0.22
H 1.2179 0.4027 -1.6984  0.25
H 1.5764 -1.1130 -0.8520  0.27
H -1.2226 -0.8192 1.6781  0.20
H 0.3909 -1.6462 1.3844  0.20
H -1.8605 -1.3904 -0.4896  0.36

* LUMO level: 0.9 eV
* HOMO-LUMO gap: 10.8440 eV
* structure (SMILES): C[C@@]1(CC#N)CN1
* electronic energy: -8293.7420 eV

=====

Here is the molecule C5H8N2 at a distorted geometry from the Open Molecules 2025 dataset. Energies are from wB97M-V/def2-TZVPD.

Last column: natural (NBO) charge in e.
Positions of all 15 atoms, in Å:
C 0.8121 1.2639 -0.3505  -0.37
C 0.3524 -0.5780 -1.6862  -0.74
N 0.0609 -0.1087 -0.2268  -0.32
C -1.2970 -0.0268 0.3611  -0.05
C -1.2315 -0.4650 1.6230  -0.07
N 0.0612 -0.9882 1.9088  -0.40
C 0.7306 -0.8260 0.8368  0.28
H 1.8779 1.0873 -0.5973  0.25
H 0.3882 1.8280 -1.1962  0.24
H 0.6892 1.7798 0.6015  0.18
H 0.3944 -1.6531 -1.7935  0.16
H -0.5390 -0.2123 -2.1894  0.15
H -2.1215 0.3647 -0.2172  0.24
H -1.9983 -0.4318 2.3932  0.23
H 1.7502 -1.1180 0.6313  0.22

* LUMO level: 0.1 eV
* HOMO-LUMO gap: 6.7945 eV
* electronic energy: -8289.9985 eV

=====

Here is the molecule C5H8N2 from the Open Molecules 2025 dataset. Energies are from wB97M-V/def2-TZVPD.

Last column: natural (NBO) charge in e.
Positions of all 15 atoms, in Å:
C -2.1627 -0.2722 0.0794  -0.49
C -1.0578 -0.2516 -0.7193  -0.08
C -0.5786 1.1068 -0.9654  0.24
N 0.6182 1.1617 -0.4931  -0.45
C 0.8707 -0.1509 0.2291  0.09
N 2.2301 -0.2996 0.6265  -0.84
C 0.1101 -1.0902 -0.6400  -0.58
H -2.9075 0.5152 0.1015  0.19
H -2.2856 -1.1127 0.7571  0.21
H 0.2082 0.0665 1.1429  0.13
H -1.1323 1.9807 -1.3010  0.22
H 1.2062 1.9727 -0.3567  0.42
H 2.2655 -0.5200 1.6132  0.37
H 2.6794 -1.0424 0.1040  0.38
H -0.0638 -2.0640 -0.1781  0.19

* LUMO level: 0.4 eV
* HOMO-LUMO gap: 6.8288 eV
* electronic energy: -8290.7029 eV

=====

Here is the molecule C5H8N2 from the Open Molecules 2025 dataset. Energies are from wB97M-V/def2-TZVPD.

Last column: natural (NBO) charge in e.
Positions of all 15 atoms, in Å:
C -1.3189 1.0942 -0.1146  0.09
N -0.6946 1.5584 -1.1182  -0.38
C 0.6929 1.1011 -1.0457  -0.09
N 0.8694 0.3630 0.2094  -0.43
C 0.9282 -1.1078 0.0817  -0.21
C -0.4508 -1.2659 0.7568  -0.42
C -0.4706 0.2841 0.8357  -0.12
H -2.3686 1.3454 0.0539  0.19
H 0.9008 0.4511 -1.9108  0.18
H 1.3634 1.9653 -1.1275  0.19
H 0.9779 -1.4382 -0.9644  0.18
H 1.7751 -1.5451 0.6235  0.19
H -0.4385 -1.7651 1.7301  0.21
H -1.2280 -1.7114 0.1308  0.21
H -0.5377 0.6710 1.8593  0.20

* LUMO level: 1.1 eV
* HOMO-LUMO gap: 9.9106 eV
* structure (SMILES): C1=NCN2CC[C@H]12
* electronic energy: -8293.3507 eV

=====

Here is the molecule C5H8N2 from the Open Molecules 2025 dataset. Energies are from wB97M-V/def2-TZVPD.

Last column: natural (NBO) charge in e.
Positions of all 15 atoms, in Å:
C -1.9874 -0.0388 1.2007  -0.39
N -0.6785 0.0417 0.5973  -0.33
C 0.5080 0.0551 1.2662  -0.04
C 1.5324 -0.0101 0.3513  -0.35
C 0.9361 -0.0732 -0.9400  0.10
N 1.6325 -0.2088 -2.1589  -0.81
C -0.4271 -0.0411 -0.7572  -0.15
H -1.9260 0.2982 2.2385  0.21
H -2.6885 0.6112 0.6682  0.20
H -2.3744 -1.0644 1.1848  0.20
H 0.5318 0.1098 2.3468  0.21
H 2.5919 -0.0116 0.5739  0.22
H 2.5060 0.3029 -2.1503  0.37
H 1.0821 0.1031 -2.9493  0.37
H -1.2388 -0.0740 -1.4722  0.20

* LUMO level: 1.1 eV
* HOMO-LUMO gap: 8.4980 eV
* structure (SMILES): Cn1ccc(N)c1
* electronic energy: -8294.5419 eV

=====

Here is the molecule C5H8N2 at a distorted geometry from the Open Molecules 2025 dataset. Energies are from wB97M-V/def2-TZVPD.

Last column: natural (NBO) charge in e.
Positions of all 15 atoms, in Å:
C -1.4341 0.9930 0.1334  -0.62
C -0.2153 0.2715 0.6690  -0.19
C -0.0865 -1.2602 0.5497  -0.22
N 1.3661 -1.0754 0.3558  -0.58
C 1.1358 0.3041 -0.1016  -0.16
C 0.9524 0.4013 -1.5639  0.26
N 0.8098 0.4108 -2.7126  -0.33
H -1.6313 0.7360 -0.9129  0.22
H -2.3184 0.7290 0.7236  0.22
H -1.3041 2.0790 0.1969  0.22
H -0.0039 0.5675 1.7013  0.22
H -0.6076 -1.6336 -0.3455  0.18
H -0.3616 -1.8716 1.4143  0.20
H 1.8114 -1.6874 -0.3212  0.37
H 1.8873 1.0359 0.2137  0.23

* LUMO level: 1.0 eV
* HOMO-LUMO gap: 10.8426 eV
* structure (SMILES): C[C@H]1CN[C@H]1C#N
* electronic energy: -8293.7099 eV

=====

Here is the molecule C5H8N2 at a distorted geometry from the Open Molecules 2025 dataset. Energies are from wB97M-V/def2-TZVPD.

Last column: natural (NBO) charge in e.
Positions of all 15 atoms, in Å:
C 1.7592 -1.2546 -0.0110  -0.64
C 0.3632 -0.6571 -0.0677  0.10
N -0.7891 -1.4053 0.0376  -0.47
C -1.7080 -0.4517 0.0693  0.18
N -1.2766 0.8052 -0.0451  -0.54
C 0.1211 0.6659 -0.0560  0.06
C 1.0013 1.8444 0.0462  -0.64
H 2.5131 -0.4705 -0.1955  0.21
H 1.8885 -1.9677 -0.8523  0.22
H 1.8775 -1.8219 1.0174  0.22
H -2.7825 -0.6978 0.0099  0.19
H -1.9006 1.6322 -0.2066  0.43
H 2.0389 1.6533 0.3771  0.23
H 0.5497 2.4576 0.8331  0.22
H 1.0541 2.5342 -0.8161  0.22

* LUMO level: 0.9 eV
* HOMO-LUMO gap: 9.1966 eV
* structure (SMILES): Cc1nc[nH]c1C
* electronic energy: -8294.6782 eV

=====

Here is the molecule C5H8N2 from the Open Molecules 2025 dataset. Energies are from wB97M-V/def2-TZVPD.

Last column: natural (NBO) charge in e.
Positions of all 15 atoms, in Å:
C -2.5004 0.5039 -0.7465  -0.43
N -1.3643 0.0524 0.0202  -0.40
C 0.2424 -0.8682 2.5188  0.03
N 0.7915 -0.6459 1.4511  -0.27
C 1.0015 -0.1632 0.2803  0.05
C 2.3830 0.0201 -0.2803  -0.63
C -0.2014 0.2338 -0.4603  0.07
H -2.2371 0.9629 -1.7130  0.17
H -3.1731 -0.3418 -0.9304  0.20
H -3.0615 1.2348 -0.1531  0.21
H -0.0788 -1.8924 2.7325  0.18
H 3.1219 -0.4647 0.3626  0.23
H 2.4602 -0.4152 -1.2836  0.22
H 2.6442 1.0840 -0.3544  0.22
H -0.0282 0.6994 -1.4438  0.15

* LUMO level (spin up / spin down): 0.7 / 0.7 eV
* HOMO-LUMO gap (spin up / spin down): 8.4224 / 8.4231 eV
* electronic energy: -8291.9410 eV